Record 1
A 8-piece molecular cluster, C22H35F9O26S5 overall in a non-equilibrium geometry, computed with ωB97M-V/def2-TZVPD.

```
97
Properties=species:S:1:pos:R:3:mulliken_charge:R:1
C 0.23 5.75 6.66 -1.097
C -0.84 6.31 5.74 -0.186
O -2.10 6.73 6.40 -0.283
C -2.95 5.79 6.92 0.408
O -2.67 4.57 6.97 -0.532
C -4.25 6.37 7.42 0.828
F -4.22 7.69 7.63 -0.233
F -5.25 6.13 6.51 -0.254
F -4.62 5.81 8.55 -0.229
H 1.21 5.54 6.22 0.373
H 0.07 4.79 7.15 0.309
H 0.40 6.47 7.46 0.304
H -1.05 5.61 4.93 0.292
H -0.50 7.22 5.22 0.299
C 7.80 6.74 -3.65 -0.983
C 8.09 7.70 -4.84 -0.225
O 8.61 8.99 -4.38 -0.336
C 7.94 9.89 -3.69 0.468
O 6.71 9.84 -3.50 -0.555
C 8.85 11.02 -3.14 0.818
F 8.63 12.12 -3.89 -0.259
F 8.59 11.32 -1.86 -0.236
F 10.14 10.82 -3.27 -0.233
H 6.77 6.64 -3.31 0.301
H 8.40 7.14 -2.84 0.274
H 8.08 5.73 -3.92 0.333
H 7.14 7.90 -5.35 0.284
H 8.78 7.32 -5.60 0.348
C -1.03 -1.32 0.33 -1.127
C -0.03 -2.44 0.34 -0.227
O 0.95 -2.14 -0.65 -0.198
C 2.12 -2.79 -0.77 0.357
O 2.43 -3.84 -0.17 -0.561
C 3.12 -2.16 -1.78 0.888
F 3.58 -3.07 -2.57 -0.235
F 2.49 -1.29 -2.46 -0.232
F 4.15 -1.62 -1.11 -0.258
H -1.85 -1.43 1.04 0.378
H -1.45 -1.11 -0.65 0.295
H -0.45 -0.45 0.67 0.292
H -0.50 -3.41 0.21 0.305
H 0.52 -2.60 1.28 0.323
C 1.86 -10.08 -5.68 -0.304
C 2.64 -8.73 -5.50 -0.162
O 1.63 -7.76 -5.60 -0.367
S 0.07 -8.33 -5.23 1.075
O -1.01 -7.75 -5.96 -0.480
O 0.08 -8.25 -3.74 -0.527
O 0.48 -9.82 -5.70 -0.306
H 2.03 -10.72 -4.82 0.250
H 2.10 -10.60 -6.61 0.261
H 3.41 -8.72 -6.27 0.294
H 3.15 -8.76 -4.54 0.266
C -3.99 4.83 -1.95 -0.227
C -3.48 6.21 -1.63 -0.279
O -2.44 6.42 -2.55 -0.323
S -1.55 5.06 -2.80 1.088
O -0.63 4.88 -1.66 -0.521
O -1.00 5.02 -4.17 -0.507
O -2.91 4.14 -2.64 -0.317
H -4.86 4.95 -2.59 0.249
H -4.29 4.20 -1.12 0.268
H -3.07 6.25 -0.62 0.264
H -4.26 6.96 -1.70 0.305
C -9.01 -0.81 5.77 -0.238
C -10.37 -1.47 5.67 -0.216
O -11.18 -0.32 5.49 -0.345
S -10.56 0.84 4.54 1.110
O -11.08 2.14 4.99 -0.519
O -10.82 0.49 3.13 -0.521
O -9.06 0.45 5.04 -0.302
H -8.20 -1.34 5.27 0.249
H -8.69 -0.54 6.78 0.260
H -10.70 -1.89 6.62 0.236
H -10.55 -2.00 4.73 0.285
C -8.41 -5.55 -1.01 -0.250
C -7.83 -5.85 -2.41 -0.318
O -8.72 -5.15 -3.34 -0.306
S -9.21 -3.72 -2.70 1.092
O -10.60 -3.47 -3.02 -0.516
O -8.27 -2.63 -3.01 -0.529
O -9.07 -4.24 -1.09 -0.320
H -7.61 -5.50 -0.27 0.277
H -9.23 -6.23 -0.79 0.274
H -7.80 -6.92 -2.63 0.313
H -6.80 -5.51 -2.45 0.284
C 10.08 -7.04 0.20 -0.198
C 10.14 -6.20 1.44 -0.329
O 11.43 -6.51 1.97 -0.333
S 11.76 -8.13 1.91 1.099
O 11.16 -8.89 3.02 -0.516
O 13.18 -8.34 1.68 -0.499
O 10.80 -8.23 0.53 -0.340
H 10.57 -6.52 -0.62 0.285
H 9.02 -7.17 -0.02 0.286
H 9.36 -6.33 2.18 0.277
H 10.28 -5.15 1.18 0.268
```

* SMILES: CCOC(=O)C(F)(F)F.CCOC(=O)C(F)(F)F.CCOC(=O)C(F)(F)F.O=S1(=O)OCCO1.O=S1(=O)OCCO1.O=S1(=O)OCCO1.O=S1(=O)OCCO1.O=S1(=O)OCCO1
* energy above the lowest of the compared OMol25 structures with the same formula, charge and spin: 132.2 kcal per mole
* HOMO-LUMO gap: 0.418 Eh

---

Record 2
C22H35N2O6SSr as an isolated structure in a non-equilibrium geometry, computed with ωB97M-V/def2-TZVPD.

```
67
Properties=species:S:1:pos:R:3:nbo_charge:R:1
Sr 0.48 0.76 -0.94 1.799
C 0.49 4.04 -1.48 -0.095
C 1.89 3.73 -0.96 -0.096
O 2.39 2.42 -1.25 -0.594
C 2.97 2.19 -2.53 -0.105
C 3.23 0.71 -2.73 -0.103
O 2.08 -0.13 -2.70 -0.589
C 1.41 -0.46 -3.91 -0.093
C 0.73 0.73 -4.56 -0.099
O -0.04 1.45 -3.59 -0.601
C -1.42 1.67 -3.87 -0.092
C -2.31 0.79 -3.00 -0.097
O -2.02 0.90 -1.62 -0.575
C -2.57 1.98 -0.87 -0.104
C -1.83 3.32 -1.03 -0.089
O -0.43 3.08 -0.99 -0.618
H 0.47 4.05 -2.57 0.183
H 0.22 5.04 -1.12 0.208
H 1.89 3.78 0.13 0.226
H 2.58 4.48 -1.35 0.202
H 3.93 2.71 -2.59 0.206
H 2.32 2.59 -3.32 0.183
H 3.88 0.35 -1.93 0.221
H 3.76 0.58 -3.68 0.203
H 0.66 -1.20 -3.61 0.206
H 2.10 -0.93 -4.61 0.204
H 0.10 0.38 -5.38 0.204
H 1.47 1.41 -4.98 0.187
H -1.64 1.48 -4.92 0.201
H -1.62 2.73 -3.68 0.190
H -2.15 -0.26 -3.25 0.204
H -3.36 1.02 -3.20 0.200
H -2.52 1.65 0.16 0.236
H -3.61 2.15 -1.16 0.199
H -2.12 3.96 -0.19 0.209
H -2.10 3.83 -1.96 0.175
C 1.03 -2.42 5.08 -0.620
C -0.26 -1.64 4.88 -0.211
N -0.05 -0.41 4.10 -0.388
C 0.16 0.80 4.88 -0.218
C -1.15 1.49 5.23 -0.618
C -0.06 -0.45 2.76 0.395
S 0.08 1.09 1.95 -0.554
N -0.22 -1.67 2.24 -0.678
C -0.21 -2.05 0.98 0.683
O -0.02 -1.34 -0.05 -0.849
C -0.46 -3.51 0.76 -0.068
C -0.58 -4.39 1.83 -0.192
C -0.81 -5.74 1.60 -0.204
C -0.93 -6.22 0.31 -0.191
C -0.81 -5.35 -0.76 -0.220
C -0.58 -4.00 -0.54 -0.202
H 0.85 -3.30 5.70 0.218
H 1.79 -1.80 5.57 0.207
H 1.42 -2.75 4.12 0.221
H -0.67 -1.33 5.84 0.199
H -1.00 -2.25 4.38 0.226
H 0.81 1.47 4.34 0.231
H 0.68 0.50 5.80 0.200
H -1.65 1.80 4.31 0.219
H -0.96 2.37 5.84 0.217
H -1.81 0.83 5.78 0.206
H -0.49 -4.01 2.84 0.230
H -0.89 -6.42 2.44 0.217
H -1.11 -7.27 0.13 0.219
H -0.90 -5.72 -1.78 0.213
H -0.49 -3.31 -1.36 0.212
```

* total charge: +1
* energy above the lowest of the compared OMol25 structures with the same formula, charge and spin: 9.3 kcal per mole
* HOMO-LUMO gap: 0.299 Eh